(1)
Molecular formula: C56H68F21IN2O24P2
Method: DFT, ωB97M-V/def2-TZVPD

```
174
Properties=species:S:1:pos:R:3:mulliken_charge:R:1
C 10.491 3.216 3.350 -0.73
C 10.536 3.775 2.152 -0.10
C 11.246 3.141 1.021 0.54
O 12.336 2.681 1.114 -0.51
O 10.537 3.155 -0.136 -0.35
C 10.163 1.847 -0.609 -0.76
C 8.732 1.485 -0.180 -0.19
C 7.803 1.418 -1.400 -1.15
C 6.480 0.724 -0.984 -0.22
C 6.457 -0.740 -1.406 -1.01
C 5.326 -1.551 -0.739 -1.08
C 3.968 -0.901 -0.942 0.93
C 3.701 -0.354 -2.204 -0.67
C 2.493 0.261 -2.453 -1.04
C 1.499 0.330 -1.489 0.26
C 1.725 -0.248 -0.232 0.12
C 2.974 -0.847 0.047 0.10
C 3.255 -1.433 1.415 -0.66
O 2.961 -2.834 1.502 -0.22
N 4.087 -3.675 1.217 0.29
O 4.762 -3.815 2.151 -0.29
C 0.612 -0.197 0.744 0.91
O 0.628 -0.741 1.819 -0.69
C -0.634 0.549 0.382 -0.86
C -1.642 0.617 1.330 -0.85
C -2.835 1.289 1.089 0.25
P -4.092 1.267 2.446 -0.22
O -3.169 1.001 3.778 -0.39
I -5.354 -0.819 2.215 0.03
C -3.046 1.963 -0.132 0.05
P -4.612 2.851 -0.403 0.94
N -4.798 4.114 0.461 -0.69
O -5.703 1.708 -0.170 -0.35
O -4.797 3.218 -1.942 -0.45
C -2.023 1.895 -1.095 0.20
O -2.218 2.550 -2.280 -0.63
C -1.400 3.743 -2.398 -0.85
C -2.197 5.048 -2.388 -0.25
C -1.383 6.146 -1.697 -0.86
C 0.016 6.374 -2.321 -1.14
C -0.835 1.171 -0.851 0.17
C 0.237 1.034 -1.871 0.90
O 0.130 1.447 -2.998 -0.63
H 9.960 3.726 4.138 0.28
H 10.947 2.256 3.532 0.27
H 10.022 4.707 1.962 0.35
H 10.852 1.091 -0.238 0.33
H 10.255 1.880 -1.688 0.46
H 8.725 0.498 0.279 0.29
H 8.356 2.241 0.501 0.22
H 8.242 0.819 -2.195 0.56
H 7.531 2.403 -1.767 0.29
H 6.322 0.781 0.094 0.29
H 5.665 1.266 -1.461 0.49
H 6.448 -0.852 -2.487 0.11
H 7.398 -1.180 -1.069 0.63
H 5.601 -1.647 0.302 0.42
H 5.303 -2.521 -1.229 0.38
H 4.428 -0.402 -2.997 0.51
H 2.299 0.696 -3.422 0.62
H 4.309 -1.282 1.639 0.63
H 2.725 -0.922 2.199 -0.31
H -1.527 0.124 2.284 0.95
H -2.909 1.859 4.133 0.32
H -3.994 4.307 1.040 0.28
H -6.587 2.097 -0.214 0.32
H -4.474 2.515 -2.522 0.36
H -0.863 3.651 -3.335 0.51
H -0.636 3.794 -1.622 0.41
H -2.410 5.358 -3.407 0.33
H -3.115 4.945 -1.821 0.15
H -1.947 7.072 -1.757 0.51
H -1.259 5.888 -0.647 0.35
H 0.146 5.871 -3.275 0.37
H 0.805 6.109 -1.623 0.23
H 0.145 7.440 -2.500 0.36
C 7.803 8.458 3.294 -1.29
C 6.527 8.447 2.481 -0.06
O 6.638 7.556 1.349 -0.23
C 6.436 6.270 1.591 0.31
O 6.172 5.766 2.641 -0.53
C 6.534 5.487 0.271 0.92
F 7.591 5.865 -0.455 -0.26
F 5.437 5.706 -0.472 -0.25
F 6.632 4.178 0.484 -0.26
H 8.655 8.707 2.661 0.31
H 7.732 9.193 4.094 0.40
H 7.995 7.481 3.737 0.32
H 6.334 9.430 2.057 0.24
H 5.665 8.172 3.086 0.36
C -5.715 -4.480 0.764 -0.50
C -6.612 -4.015 -0.360 -0.18
O -6.648 -4.986 -1.429 -0.34
C -7.464 -6.010 -1.252 0.43
O -8.172 -6.216 -0.311 -0.51
C -7.420 -6.924 -2.489 0.82
F -6.169 -7.141 -2.902 -0.26
F -8.094 -6.365 -3.507 -0.26
F -7.980 -8.105 -2.224 -0.23
H -4.717 -4.709 0.388 0.33
H -5.634 -3.706 1.527 0.04
H -6.104 -5.382 1.224 -0.05
H -6.226 -3.101 -0.807 0.29
H -7.623 -3.808 -0.010 0.32
C 3.068 8.458 0.102 -1.09
C 3.895 9.114 -0.981 -0.17
O 3.361 10.404 -1.335 -0.33
C 3.695 11.403 -0.533 0.33
O 4.388 11.337 0.440 -0.51
C 3.092 12.716 -1.061 0.89
F 1.815 12.553 -1.422 -0.25
F 3.778 13.136 -2.132 -0.25
F 3.145 13.665 -0.132 -0.24
H 2.022 8.391 -0.197 0.36
H 3.443 7.455 0.303 0.28
H 3.107 9.034 1.028 0.33
H 3.866 8.522 -1.893 0.33
H 4.939 9.211 -0.686 0.28
C 1.336 -0.885 5.144 -0.78
C 0.451 -2.110 5.088 -0.10
O 0.070 -2.548 6.410 -0.35
C -0.943 -1.898 6.964 0.34
O -1.552 -0.990 6.482 -0.51
C -1.274 -2.518 8.332 0.88
F -0.165 -2.746 9.045 -0.25
F -1.908 -3.687 8.165 -0.26
F -2.063 -1.713 9.036 -0.24
H 2.206 -1.072 5.774 0.37
H 1.673 -0.623 4.141 -0.04
H 0.801 -0.034 5.564 0.31
H 0.989 -2.948 4.649 0.36
H -0.438 -1.935 4.484 0.27
C 2.045 -4.026 -7.151 -1.12
C 3.109 -2.967 -7.332 -0.22
O 3.882 -2.792 -6.126 -0.29
C 4.854 -3.669 -5.926 0.21
O 5.158 -4.580 -6.635 -0.52
C 5.600 -3.316 -4.628 1.06
F 4.744 -3.023 -3.637 -0.23
F 6.386 -2.244 -4.818 -0.28
F 6.369 -4.320 -4.226 -0.26
H 1.414 -3.790 -6.294 0.30
H 1.421 -4.089 -8.041 0.39
H 2.491 -5.004 -6.972 0.32
H 2.654 -1.999 -7.528 0.32
H 3.770 -3.197 -8.166 0.33
C -11.075 -7.722 -2.204 -0.40
C -11.686 -7.390 -3.547 -0.30
O -13.024 -7.918 -3.664 -0.32
C -13.983 -7.197 -3.105 0.34
O -13.856 -6.162 -2.522 -0.51
C -15.345 -7.870 -3.355 0.89
F -15.286 -9.188 -3.131 -0.25
F -15.723 -7.682 -4.627 -0.25
F -16.278 -7.354 -2.562 -0.24
H -11.103 -8.798 -2.027 0.32
H -10.053 -7.387 -2.165 -0.28
H -11.625 -7.243 -1.394 0.33
H -11.118 -7.858 -4.348 0.33
H -11.692 -6.317 -3.732 0.33
C -9.540 -8.600 5.300 -1.09
C -9.085 -8.951 3.901 -0.26
O -7.995 -8.106 3.480 -0.26
C -6.791 -8.451 3.907 0.26
O -6.513 -9.384 4.601 -0.52
C -5.748 -7.479 3.331 1.02
F -6.157 -6.207 3.433 -0.25
F -5.539 -7.743 2.031 -0.25
F -4.585 -7.592 3.961 -0.26
H -9.797 -7.542 5.363 0.30
H -10.414 -9.192 5.571 0.38
H -8.754 -8.793 6.029 0.31
H -9.883 -8.772 3.184 0.32
H -8.796 -9.998 3.822 0.33
```

Properties
Maximum force   1.7 eV Å⁻¹
Orbital gap   7.0 eV
Highest occupied orbital energy   -0.3198 Eh
Total charge   0

=====

(2)
Molecular formula: C3H12N2O
Method: DFT, ωB97M-V/def2-TZVPD

```
18
Properties=species:S:1:pos:R:3:nbo_charge:R:1
C 0.216 -1.223 0.187 -0.23
C 0.029 -0.597 -1.227 -0.42
C -0.596 0.809 -1.247 -0.22
N 0.155 1.981 -0.809 -0.87
N 1.443 -2.105 0.075 -0.85
H 0.489 -0.472 0.926 0.17
H -0.522 -1.972 0.455 0.19
H 1.039 -0.672 -1.640 0.19
H -0.453 -1.386 -1.808 0.22
H -1.469 0.711 -0.606 0.20
H -0.851 0.888 -2.307 0.17
H 1.158 1.910 -0.863 0.37
H -0.313 2.375 -0.004 0.38
H 1.594 -2.554 0.982 0.35
H 2.269 -1.564 -0.165 0.34
H -1.242 2.051 2.886 0.47
H -1.383 0.489 2.810 0.48
O -1.564 1.331 2.356 -0.95
```

Properties
Maximum force   2.8 eV Å⁻¹
Orbital gap   9.3 eV
Highest occupied orbital energy   -0.3189 Eh
Total charge   0
Energy relative to the best compared isomer or geometry (same formula, charge and spin)   0.9463 eV